The following is a DFT calculation (ωB97M-V with the def2-TZVPD basis set) of a molecular structure, C36H71CaNO4SSb2Si4.

Its LUMO energy is 3.828 eV. The energy above the lowest of the compared OMol25 structures with the same formula, charge and spin is 0.0000 eV. Its HOMO-LUMO gap is 4.11 eV. As for the total charge: -2. Its multiplicity is 1.

```
120
Properties=species:S:1:pos:R:3:mulliken_charge:R:1
Ca 0.0094 0.2818 -0.1742 1.81
C -3.2583 -1.5182 -3.7447 -1.67
Sb -2.5630 -1.0787 -1.7238 0.73
C -4.6161 -0.6624 -1.0707 -1.48
C -2.0910 -5.1913 0.0168 -1.25
C -2.0599 -5.2731 -1.3616 1.57
C -3.2645 -5.4188 -2.1247 -0.99
C -3.2732 -5.5417 -3.4923 -0.40
C -2.0864 -5.5334 -4.2272 -0.84
C -0.8976 -5.3679 -3.5178 -0.19
C -0.8479 -5.2238 -2.1433 0.50
C 0.4646 -4.9868 -1.4834 -1.74
Sb 0.9285 -2.8701 -1.1909 0.22
C 1.0867 -2.4896 -3.2988 -1.09
C 3.0518 -3.2765 -0.9535 -1.41
H -3.7077 -2.5110 -3.6922 0.40
H -2.4217 -1.5647 -4.4412 0.40
H -3.9962 -0.8042 -4.1077 0.52
H -5.1251 -1.6132 -0.9024 0.37
H -5.1648 -0.0959 -1.8244 0.40
H -4.5999 -0.0956 -0.1394 0.25
H -3.0453 -5.1588 0.5258 0.19
H -1.2022 -4.9873 0.5981 -0.29
H -4.2064 -5.4304 -1.5837 0.24
H -4.2258 -5.6417 -4.0067 0.35
H -2.0883 -5.6245 -5.3068 0.32
H 0.0436 -5.3357 -4.0626 0.21
H 1.2849 -5.3384 -2.1147 0.59
H 0.5391 -5.4902 -0.5150 0.72
H 1.6746 -3.2747 -3.7764 0.48
H 1.5562 -1.5180 -3.4495 0.22
H 0.0870 -2.4773 -3.7310 0.21
H 3.3753 -3.9668 -1.7345 0.55
H 3.2357 -3.7368 0.0193 0.36
H 3.6334 -2.3587 -1.0204 0.29
C 5.2245 2.0711 -4.5592 -0.76
O 5.9383 1.6566 -3.4177 -0.48
C 5.1931 1.1984 -2.3637 1.46
C 5.9365 0.8109 -1.2342 -1.36
C 5.2665 0.3403 -0.1378 -0.86
C 3.8596 0.2266 -0.0808 0.09
C 3.1927 -0.3076 1.0826 0.52
C 3.9764 -0.7972 2.2892 -1.67
O 1.9642 -0.4375 1.1815 0.55
C 3.1000 0.6279 -1.2396 -0.33
O 1.8368 0.5749 -1.3147 -0.25
C 3.8291 1.1093 -2.3715 -0.21
H 5.9710 2.4099 -5.2756 0.23
H 4.5413 2.8933 -4.3240 0.30
H 4.6503 1.2459 -4.9918 0.30
H 7.0136 0.8952 -1.2575 0.41
H 5.8581 0.0481 0.7175 0.22
H 5.0251 -0.5254 2.3192 0.50
H 3.8954 -1.8869 2.3102 0.27
H 3.4794 -0.4108 3.1789 0.16
H 3.2271 1.4008 -3.2209 0.25
C 0.1548 -2.8831 2.7396 0.12
S -1.0502 -1.5494 2.7812 0.70
C -2.5528 -2.5401 2.9678 -1.13
O -1.1154 -1.0377 1.3815 -0.60
H 0.1744 -3.3607 3.7197 0.50
H 1.1116 -2.4140 2.5218 -0.33
H -0.1132 -3.5929 1.9597 -0.41
H -2.7662 -2.6575 4.0287 0.36
H -2.4739 -3.4974 2.4597 0.25
H -3.3360 -1.9545 2.4907 0.34
C -0.7893 2.8592 -2.2689 -1.92
C -1.9680 1.8903 -2.4517 2.24
C -2.1489 1.6640 -3.9629 -1.65
C -3.2395 2.5592 -1.9018 -1.29
N -1.6342 0.6868 -1.7168 -1.10
H -0.9528 3.8093 -2.7898 0.51
H 0.1240 2.3968 -2.6489 0.17
H -0.6389 3.0752 -1.2068 0.01
H -2.2276 2.6154 -4.5006 0.45
H -3.0503 1.0894 -4.1646 0.28
H -1.2950 1.1087 -4.3548 0.23
H -3.4384 3.5254 -2.3801 0.44
H -3.1279 2.7160 -0.8285 -0.04
H -4.1040 1.9133 -2.0630 0.17
C -1.7457 5.5434 0.3343 -1.01
Si -1.7467 4.4821 1.9160 0.60
C -3.4858 3.7117 2.0513 -1.13
C -1.7486 5.7865 3.3158 -1.19
Si -0.0955 2.7948 1.8731 0.65
Si -0.0538 2.1865 4.1419 0.30
C -1.7726 1.5619 4.6934 -1.21
C 0.4400 3.4368 5.5088 -1.23
C 1.1943 0.7737 4.4348 -0.38
Si 1.8686 4.0802 1.6853 0.01
C 3.3716 3.2492 2.5086 -0.89
C 2.3245 4.2835 -0.1472 -0.72
C 1.9010 5.8619 2.3836 -1.12
H -2.4433 6.3794 0.4403 0.48
H -2.0457 4.9618 -0.5372 0.17
H -0.7561 5.9562 0.1307 0.22
H -4.2523 4.4269 1.7386 0.44
H -3.7004 3.4238 3.0827 0.32
H -3.5832 2.8195 1.4331 0.06
H -2.6718 6.3726 3.2514 0.37
H -0.9085 6.4795 3.2326 0.26
H -1.7118 5.3329 4.3080 0.25
H -2.3839 2.3982 5.0427 0.34
H -1.6921 0.8428 5.5126 0.42
H -2.3071 1.0851 3.8715 0.21
H -0.3441 4.1705 5.7017 0.33
H 1.3522 3.9781 5.2556 0.24
H 0.6226 2.8961 6.4443 0.39
H 1.2614 0.1203 3.5678 -0.49
H 0.9170 0.1761 5.3084 0.46
H 2.1911 1.1834 4.6171 0.37
H 3.5900 2.2953 2.0276 0.15
H 3.2062 3.0656 3.5722 0.20
H 4.2596 3.8798 2.4080 0.44
H 2.3658 3.3119 -0.6434 -0.06
H 3.2937 4.7737 -0.2740 0.36
H 1.5726 4.8798 -0.6697 0.27
H 1.6627 5.8946 3.4474 0.28
H 1.1917 6.5068 1.8608 0.26
H 2.9005 6.2883 2.2451 0.36
```